1.
Here is a structure of composition C15H12Cl3F6N6NiOS2 from the Open Molecules 2025 dataset. Energies are from the ωB97M-V functional and the def2-TZVPD basis.

CARTESIAN COORDINATES (ANGSTROEM)
Ni 0.36590 -0.41710 0.59801
C 4.04036 -2.56758 -0.34846
C 2.80271 -1.70763 -0.32858
N 1.97275 -1.67367 0.64266
N 2.16530 -2.54753 1.64264
C 1.41232 -2.29392 2.71658
N 1.68306 -3.18495 3.77622
S 0.21500 -1.06857 2.87163
C 2.36587 -0.86113 -1.44915
C 3.05218 -0.92324 -2.66663
C 2.62570 -0.06833 -3.65915
C 1.41737 0.61106 -3.51490
C 0.76273 0.54504 -2.30548
N 1.20632 -0.09303 -1.26873
H 4.98695 -2.09522 0.04053
H 4.25160 -2.87855 -1.39480
H 3.89780 -3.34862 0.40142
H 2.16484 -4.05625 3.54362
H 0.91831 -3.29701 4.40155
H 3.92847 -1.49843 -2.94228
H 3.21120 0.04425 -4.54686
H 0.97364 1.20118 -4.37396
H -0.18844 1.06275 -2.23068
C -2.22460 2.75298 1.81257
C -1.00191 2.44754 0.90095
O -0.93004 1.14188 0.53367
C 0.30346 2.90950 1.60266
F 0.22825 4.25869 1.90385
F 1.38736 2.74210 0.81977
F 0.43363 2.22779 2.75694
C -1.14014 3.21861 -0.42608
F -2.21220 2.77245 -1.05721
F -1.32039 4.56146 -0.26012
F -0.05555 3.16421 -1.19739
H -2.31683 1.95132 2.55615
H -3.08851 2.84983 1.17756
H -2.11590 3.70770 2.31600
Cl -5.71469 -2.05391 -0.03739
C -5.82219 -0.33167 0.52960
Cl -4.21504 0.37436 0.67498
Cl -6.78824 -0.24249 2.07954
C -6.52399 0.32432 -0.64806
N -6.94927 0.83545 -1.57672
S -1.12971 -2.09717 -0.63939
C 0.08675 -2.87421 -1.42194
N 0.87779 -3.52428 -2.00515

Values from the calculation:
- Spin multiplicity: 3
- Net charge: -1
- Orbital gap (spin up / spin down): 7.16 / 7.18 eV
- E_LUMO (spin up / spin down): 2.115 / 2.114 eV

Atomic partial charges in e from the Mulliken method, atoms 1 to 6: Ni -0.137; C -1.376; C 0.609; N 1.390; N -1.068; C 0.263



2.
Here is a structure of composition C16H31F6NNaO6PS3 from the Open Molecules 2025 dataset. Energies are from the ωB97M-V functional and the def2-TZVPD basis.

CARTESIAN COORDINATES (ANGSTROEM)
Na 6.93828 11.27007 -6.32969
P 5.30718 9.77437 -3.90110
F 5.62214 8.30974 -3.25024
F 3.74438 9.41485 -3.55906
F 5.33370 10.49785 -2.50038
F 5.01313 11.31650 -4.49423
F 6.92416 10.07592 -4.11470
F 5.12859 9.21666 -5.41164
C 4.36796 6.89953 -7.18218
C 5.64676 6.44719 -6.46315
C 6.93803 6.41715 -7.28312
C 7.27107 7.85859 -7.52923
N 7.54046 8.97073 -7.72110
H 4.39398 7.70514 -7.91595
H 3.61242 7.08993 -6.41994
H 4.01526 6.16351 -7.90466
H 5.44616 5.43814 -6.10307
H 6.10888 6.98714 -5.63671
H 6.81078 5.97198 -8.26990
H 7.76209 5.89625 -6.79559
C 5.36981 13.07405 -11.53646
C 6.31712 11.84128 -11.95657
C 6.69666 11.18985 -10.69790
S 5.17345 11.09882 -9.58425
O 5.50787 11.56990 -8.28754
O 4.55121 9.80309 -9.79320
C 4.29707 12.51241 -10.49116
H 5.00300 13.54298 -12.44952
H 5.82934 14.00154 -11.19485
H 7.17052 12.25321 -12.49520
H 5.77122 11.21337 -12.66072
H 7.48648 11.75004 -10.19742
H 7.00744 10.15644 -10.85146
H 3.79694 13.21815 -9.82791
H 3.45311 12.17388 -11.09219
C 6.05973 15.06786 -1.89505
C 6.00745 16.43223 -2.58816
C 6.59346 16.27303 -4.03200
S 5.90678 14.66416 -4.64281
O 6.88832 13.83635 -5.37188
O 4.57985 14.96976 -5.24716
C 5.52460 14.06194 -2.95102
H 5.57444 14.97663 -0.92331
H 7.06084 14.80117 -1.55627
H 6.63012 17.21201 -2.14960
H 5.02561 16.89482 -2.68867
H 7.67139 16.29691 -3.87197
H 6.43900 16.95567 -4.86761
H 5.60122 12.97544 -2.90947
H 4.44194 14.18424 -2.91943
C 12.49152 12.34086 -7.01382
C 12.13170 13.51131 -6.11306
C 10.60216 13.79729 -6.16315
S 9.88553 12.18742 -6.60429
O 8.99716 12.26617 -7.73945
O 9.25290 11.61451 -5.41459
C 11.36689 11.30451 -6.94900
H 13.36592 11.84814 -6.58867
H 12.84933 12.65489 -7.99436
H 12.84904 14.31452 -6.28155
H 12.37707 13.30416 -5.07143
H 10.18928 14.39220 -6.97783
H 10.23282 14.18053 -5.21193
H 11.15038 10.75756 -7.86665
H 11.53746 10.52878 -6.20251

Values from the calculation:
- Orbital gap: 10.13 eV
- E_LUMO: -0.036 eV
- Energy above the lowest of the compared OMol25 structures with the same formula, charge and spin: 2.9 kJ/mol

Atomic partial charges in e from the Mulliken method, atoms 1 to 6: Na 0.742; P 1.361; F -0.380; F -0.417; F -0.363; F -0.403



3.
Here is the ion C3H9N2O with charge +1 from the Open Molecules 2025 dataset. Energies are from the ωB97M-V functional and the def2-TZVPD basis.

CARTESIAN COORDINATES (ANGSTROEM)
O 0.38615 -1.04574 1.34756
C -0.33388 -1.15864 0.37699
N -0.70112 -2.36551 -0.12454
C -0.66403 0.01710 -0.50181
N 0.45649 1.01251 -0.57601
C 0.87829 1.67559 0.71441
H -0.51943 -3.20992 0.39801
H -1.48003 -2.44690 -0.76134
H -1.59529 0.52637 -0.26862
H -0.71728 -0.44322 -1.50304
H 1.30464 0.49656 -0.84834
H 0.24217 1.66666 -1.34560
H -0.10601 1.59672 1.24867
H 1.55457 1.00542 1.23724
H 1.29476 2.67302 0.60642

Values from the calculation:
- Net charge: +1
- Orbital gap: 10.98 eV
- E_LUMO: -3.601 eV
- Energy above the lowest of the compared OMol25 structures with the same formula, charge and spin: 105.3 kJ/mol

Atomic partial charges in e from the Mulliken method, atoms 1 to 6: O -0.555; C 0.658; N -0.396; C -0.775; N -0.225; C -0.701



4.
Here is the molecule C4H9NO2 from the Open Molecules 2025 dataset. Energies are from the ωB97M-V functional and the def2-TZVPD basis.

CARTESIAN COORDINATES (ANGSTROEM)
C -1.32243 0.11306 -1.14264
O -1.34259 0.98095 -2.41942
C 0.12944 -0.10059 -0.70538
C 0.09448 -1.02401 0.50073
C 0.60847 -0.10446 1.77006
N 1.76474 0.59916 1.54787
O 0.16600 -0.15858 2.93080
H -1.81740 0.64158 -0.23387
H -1.37047 -0.92311 -1.49326
H -2.36641 1.31204 -2.77253
H 0.71147 -0.57291 -1.55517
H 0.63949 0.81409 -0.47683
H -0.76087 -1.57468 0.83221
H 0.84741 -1.82769 0.49893
H 1.95334 0.51502 0.56797
H 2.06532 1.31013 2.15055

Values from the calculation:
- Orbital gap: 10.29 eV
- E_LUMO: 0.726 eV
- Energy above the lowest of the compared OMol25 structures with the same formula, charge and spin: 296.3 kJ/mol

Atomic partial charges in e from the Mulliken method, atoms 1 to 6: C -0.473; O -0.570; C -0.696; C -0.679; C 0.554; N -0.371



One value per record, in order, for strongest force on any atom: 3.46, 3.43, 2.56, 5.21 eV/A.